A cluster of 4 separate species, C35H32N4O7S in total in a non-equilibrium geometry. Source: the OMol25 dataset; level of theory: ωB97M-V/def2-TZVPD.

Last column: Löwdin charge in e.
Positions of all 79 atoms, in Å:
C 4.8425 0.3881 4.4544  -0.065
C 3.2461 0.7959 4.5767  -0.024
C 2.3848 1.2892 3.2335  -0.072
C 0.7964 1.6146 3.4788  -0.208
C 0.2610 3.0151 2.8175  -0.209
C -1.3372 3.1705 3.2858  -0.222
C -2.2506 3.9808 2.1694  -0.196
C -3.8111 3.4691 2.3868  -0.217
C -4.5723 3.0287 1.0015  -0.254
C -4.4827 1.4318 0.6418  -0.459
S -5.7802 0.3954 1.5690  0.837
C -4.7698 -1.0729 2.2143  -0.461
N -4.4933 -2.4233 1.5863  0.017
N -3.6891 -3.0229 2.5590  -0.051
C -3.4329 -2.1227 3.7488  -0.020
O -4.1393 -0.8272 3.5197  -0.105
C 3.1579 1.3782 1.7573  -0.098
N 2.3107 1.7956 0.5890  0.037
C 3.0786 1.8816 -0.6978  -0.048
C 4.6588 1.4993 -0.7848  -0.064
N 5.5551 1.0398 0.3324  0.019
C 4.7343 1.0147 1.5915  -0.137
C 5.5315 0.5145 2.9730  -0.021
H 5.4765 0.0031 5.3847  0.093
H 2.6958 0.7364 5.6219  0.089
H 0.1571 0.6590 3.1724  0.125
H 0.6419 1.7258 4.6574  0.120
H 0.2416 3.0440 1.6485  0.092
H 0.8027 3.9627 3.2893  0.128
H -1.7566 2.0536 3.2889  0.098
H -1.4512 3.6017 4.3726  0.121
H -2.2651 5.1457 2.4321  0.119
H -1.9089 3.8021 1.0598  0.113
H -4.4409 4.3489 2.8639  0.115
H -3.8683 2.5760 3.1414  0.101
H -4.2162 3.6293 0.0629  0.118
H -5.7312 3.2782 1.1335  0.111
H -3.4207 1.0517 0.9638  0.101
H -4.6690 1.1974 -0.5138  0.058
H -2.7817 -2.4157 4.6950  0.150
H 2.5066 2.2137 -1.6855  0.115
H 5.1671 1.5875 -1.8616  0.108
H 6.6817 0.2227 2.8918  0.092
C -5.4805 -0.9907 -3.6320  0.021
C -4.6807 -0.2001 -2.9098  -0.011
C -3.6207 0.6053 -3.5477  -0.399
O -2.8868 1.3277 -2.8873  0.087
C -3.4799 0.5045 -5.0140  0.018
C -4.2798 -0.2861 -5.7361  0.024
C -5.3398 -1.0915 -5.0982  -0.381
O -6.0736 -1.8139 -5.7586  0.098
H -6.2624 -1.5885 -3.1797  0.127
H -4.7717 -0.1146 -1.8336  0.086
H -2.6981 1.1023 -5.4662  0.122
H -4.1887 -0.3716 -6.8123  0.122
C 7.2612 -3.2670 -3.2402  0.022
C 6.9036 -2.0755 -3.7289  0.021
C 6.3528 -1.0224 -2.8533  -0.367
O 6.0234 0.0678 -3.3000  0.074
C 6.2140 -1.3362 -1.4173  0.021
C 6.5715 -2.5277 -0.9286  0.032
C 7.1224 -3.5809 -1.8043  -0.385
O 7.4518 -4.6710 -1.3575  0.099
H 7.6662 -4.0507 -3.8688  0.122
H 7.0000 -1.8297 -4.7797  0.121
H 5.8090 -0.5525 -0.7887  0.053
H 6.4752 -2.7736 0.1221  0.124
C -2.3559 -2.3735 -0.9389  0.028
C -1.5158 -2.7413 0.0334  0.024
C -0.1603 -3.2392 -0.2732  -0.377
O 0.6086 -3.5779 0.6160  0.103
C 0.2311 -3.3134 -1.6948  0.024
C -0.6090 -2.9456 -2.6671  0.027
C -1.9645 -2.4476 -2.3605  -0.350
O -2.7334 -2.1089 -3.2496  0.097
H -3.3538 -2.0067 -0.7313  0.095
H -1.7877 -2.6920 1.0810  0.087
H 1.2290 -3.6801 -1.9024  0.122
H -0.3371 -2.9948 -3.7146  0.122

The calculation puts the calculated total energy at -67920.4156 eV. The SMILES is c1cc(CCCCCCCSc2nnco2)c2nccnc2c1.O=C1C=CC(=O)C=C1.O=C1C=CC(=O)C=C1.O=C1C=CC(=O)C=C1. Its largest force on an atom is 0.1612 Eh/bohr. The calculation puts the HOMO-LUMO gap at 6.7 eV.



A structure of composition C35H32N7NaO7P2Sb2Se. Source: the OMol25 dataset; level of theory: ωB97M-V/def2-TZVPD.

Last column: natural (NBO) charge in e.
Positions of all 87 atoms, in Å:
Na 1.4831 0.9798 -0.3126  0.844
O 4.4326 4.0817 -1.9148  -1.006
P 3.1659 3.5202 -1.0680  2.545
O 2.8640 4.4952 0.0235  -1.181
O 3.4283 2.0792 -0.7629  -1.216
O 1.9872 3.6198 -2.1845  -1.124
P 0.3559 3.8309 -1.9602  1.604
O 0.3579 4.9217 -0.7641  -1.065
O -0.0141 1.4205 -2.0482  -0.689
O -0.0212 2.5102 -1.0551  -0.676
H 4.8575 3.3263 -2.3340  0.489
H 1.2349 4.9275 -0.2916  0.531
Se 6.6145 -4.9723 3.1220  0.818
N 5.2202 -5.1590 2.0124  -0.615
C 4.7377 -3.9683 1.8019  0.136
C 3.5833 -3.7024 0.9494  -0.063
C 2.8875 -4.7280 0.3119  -0.149
C 1.8303 -4.3984 -0.5034  -0.261
C 1.5235 -3.0484 -0.6780  0.078
N 2.1721 -2.0643 -0.0805  -0.377
C 3.1715 -2.3802 0.7468  0.161
C 3.8498 -1.2619 1.4513  0.268
N 3.3291 -0.0483 1.2948  -0.414
C 3.9203 0.9763 1.8881  0.101
C 5.0534 0.8424 2.6916  -0.260
C 5.5815 -0.4131 2.8823  -0.131
C 4.9720 -1.4980 2.2541  -0.155
C 5.4448 -2.8650 2.4360  0.146
N 6.4877 -3.1855 3.1472  -0.612
H 3.1908 -5.7542 0.4733  0.222
H 1.2460 -5.1546 -1.0099  0.218
H 0.7072 -2.7477 -1.3250  0.212
H 3.4817 1.9505 1.7066  0.237
H 5.4920 1.7174 3.1513  0.217
H 6.4494 -0.5820 3.5066  0.221
C -4.3793 -4.5841 -0.9589  -0.247
C -4.5620 -3.7799 -2.0782  -0.232
C -3.7410 -2.6794 -2.2895  -0.256
C -2.7158 -2.3523 -1.3996  -0.278
C -2.5460 -3.1799 -0.2882  -0.286
C -3.3679 -4.2799 -0.0598  -0.213
Sb -1.3000 -0.6360 -1.5638  1.248
C -1.6879 -0.4218 -3.6766  -0.356
C -0.7009 -0.8547 -4.5602  -0.154
C -0.8702 -0.7675 -5.9368  -0.245
C -2.0412 -0.2385 -6.4592  -0.239
C -3.0355 0.1996 -5.5944  -0.213
C -2.8582 0.1065 -4.2200  -0.242
C -2.8221 0.6974 -0.8518  -0.374
C -3.6861 0.2995 0.1655  -0.160
C -4.6615 1.1613 0.6501  -0.242
C -4.7909 2.4346 0.1134  -0.229
C -3.9306 2.8445 -0.8963  -0.223
C -2.9457 1.9855 -1.3674  -0.225
H -5.0246 -5.4384 -0.7877  0.192
H -5.3521 -4.0097 -2.7856  0.192
H -3.9057 -2.0669 -3.1700  0.207
H -1.7640 -2.9531 0.4336  0.218
H -3.2206 -4.8910 0.8235  0.201
H 0.2312 -1.2518 -4.1702  0.196
H -0.0811 -1.1024 -6.6006  0.195
H -2.1755 -0.1606 -7.5319  0.193
H -3.9530 0.6203 -5.9908  0.195
H -3.6448 0.4567 -3.5615  0.220
H -3.6008 -0.6928 0.5952  0.207
H -5.3081 0.8402 1.4580  0.205
H -5.5457 3.1121 0.4959  0.195
H -4.0071 3.8457 -1.3053  0.201
H -2.2513 2.3187 -2.1292  0.240
C 0.4828 4.9221 2.8860  -1.022
Sb 0.4469 2.8396 2.2984  1.080
C -1.6860 2.7588 2.1893  -0.996
C 0.5722 2.1157 4.3314  -1.016
H -0.0753 5.0689 3.8128  0.201
H 0.0282 5.5119 2.0891  0.228
H 1.5130 5.2553 3.0139  0.217
H -2.1213 3.3629 2.9867  0.205
H -2.0104 1.7248 2.2914  0.236
H -2.0107 3.1282 1.2171  0.234
H -0.3285 2.3755 4.8891  0.218
H 1.4391 2.5649 4.8212  0.204
H 0.6856 1.0316 4.3351  0.228
N -0.0045 -0.2646 1.5286  -0.618
C -0.4452 -0.8026 2.4660  0.498
N -0.8662 -1.5217 3.4667  -0.740
C -1.8132 -1.0965 4.2720  0.456
N -2.6389 -0.8245 5.0452  -0.556

The calculation puts the calculated total energy at -162999.3936 eV. Its charge is -2. Its largest force on an atom is 0.0138 Eh/bohr. The calculation puts the HOMO-LUMO gap at 5.6 eV.



HOMO level, record by record: -8.32; -2.74 eV